1.
The following is a quantum chemistry calculation of 11 unconnected molecules or ions with the total composition C3H24NO13, from OMol25.

**Energy**: -31609.6194 eV
**HOMO level**: -6.606 eV
**Maximum force**: 7.8 eV/A
**Relative energy (zero: lowest compared OMol25 entry of this formula, charge and spin)**: 5.022 eV

The geometry in ORCA input format:
```
! RIJCOSX wB97M-V def2-TZVPD def2/J DEFGRID3
* xyz -1 1
C 0.96 2.92 2.38
N 0.82 1.86 1.56
C 1.86 0.80 1.60
C 1.75 -0.27 0.57
O 0.84 -1.02 0.61
O 2.64 -0.08 -0.29
O 1.75 3.02 3.33
H 0.34 3.84 2.19
H 0.11 1.86 0.76
H 2.78 1.39 1.46
H 1.83 0.34 2.62
H -1.99 1.83 -1.41
H -1.54 0.47 -1.58
O -1.55 1.27 -2.02
H -3.26 -2.61 -0.97
H -1.78 -2.58 -0.83
O -2.69 -2.21 -0.42
H -0.82 -3.03 2.60
H -0.94 -3.27 1.06
O -1.13 -3.65 1.89
H -2.87 1.40 1.54
H -1.54 2.18 1.69
O -2.50 2.24 1.47
H -3.55 -0.43 1.11
H -4.19 -0.11 -0.18
O -4.29 0.12 0.72
H -0.76 -0.99 1.34
H -2.00 -1.68 1.30
O -1.58 -0.94 1.75
H 3.28 2.34 -0.65
H 3.04 1.33 -1.84
O 3.67 2.12 -1.61
H 0.04 -1.85 -0.68
H 0.19 -3.34 -1.60
O -0.29 -2.58 -1.29
H 0.18 1.56 -3.44
H 1.62 1.72 -3.62
O 0.90 1.97 -4.12
H 3.67 -1.42 -2.95
H 3.54 -2.11 -1.57
O 3.48 -2.39 -2.48
*
```


2.
The following is a quantum chemistry calculation of 8 unconnected molecules or ions with the total composition C3H24NO7S2, from OMol25.

**Energy**: -40987.7853 eV
**HOMO level**: -11.311 eV
**Maximum force**: 2.4 eV/A
**Relative energy (zero: lowest compared OMol25 entry of this formula, charge and spin)**: 0.000 eV

The geometry in ORCA input format:
```
! RIJCOSX wB97M-V def2-TZVPD def2/J DEFGRID3
* xyz 1 1
N -0.25 -1.35 -1.76
C 0.17 -0.10 -2.53
C -0.79 1.08 -2.32
S 0.20 2.65 -2.37
S 0.58 3.33 -0.56
C 1.76 2.31 0.28
H -1.07 -1.77 -2.19
H -0.63 -1.08 -0.83
H 0.52 -1.98 -1.50
H 0.22 -0.29 -3.60
H 1.05 0.26 -1.99
H -1.53 1.18 -3.12
H -1.35 1.03 -1.40
H 2.63 2.35 -0.39
H 1.54 1.28 0.50
H 1.94 2.70 1.28
H -1.89 1.08 0.73
H -1.20 -0.11 1.36
O -1.66 0.15 0.54
H -1.46 -2.85 0.68
H -2.73 -3.44 -0.15
O -1.79 -3.18 -0.17
H -1.00 2.67 2.63
H -2.18 1.75 3.04
O -1.75 2.18 2.29
H 0.41 -4.22 2.34
H -0.91 -4.68 1.63
O -0.40 -3.92 1.92
H 2.15 -2.03 3.60
H 1.07 -2.01 2.52
O 1.85 -2.51 2.82
H 2.05 -2.75 0.74
H 3.00 -1.96 -0.25
O 2.17 -2.44 -0.16
H -0.43 -1.96 1.81
H -1.05 -1.76 3.17
O -0.57 -1.28 2.49
*
```


3.
The following is a quantum chemistry calculation of 9 unconnected molecules or ions with the total composition C3H24NO8, from OMol25.

**Energy**: -21350.7178 eV
**HOMO level (alpha / beta)**: -16.875 / -16.875 eV
**Maximum force**: 4.7 eV/A

The geometry in ORCA input format:
```
! RIJCOSX wB97M-V def2-TZVPD def2/J DEFGRID3
* xyz 2 2
C -1.00 1.31 2.17
C -0.89 0.38 1.06
C -0.95 -0.99 1.09
N -0.56 1.06 -0.18
H -1.35 2.26 1.86
H -1.54 0.89 3.02
H -0.05 1.58 2.65
H -0.68 -1.76 0.31
H -0.77 -1.48 2.04
H 0.40 1.35 -0.27
H -1.10 2.00 -0.44
H -0.81 0.42 -1.09
H 0.85 4.34 2.41
H 0.11 5.65 2.03
O 0.04 4.70 2.02
H 0.97 -5.04 0.56
H 1.33 -3.58 0.09
O 0.60 -4.20 0.27
H -0.84 2.34 -2.91
H 0.39 1.33 -3.30
O -0.35 1.53 -2.75
H 3.87 -2.99 1.75
H 4.35 -4.36 1.09
O 3.75 -3.63 1.07
H -0.47 -3.93 -1.23
H -1.46 -4.63 -2.22
O -0.87 -3.91 -2.10
H -3.07 4.04 -1.39
H -1.82 4.50 -1.01
O -2.24 3.63 -1.15
H 2.78 0.54 -0.70
H 2.73 0.17 0.57
O 2.32 0.90 0.07
H -0.83 -2.10 -2.16
H -1.84 -1.09 -1.40
O -0.99 -1.23 -1.84
*
```


4.
The following is a quantum chemistry calculation of 10 unconnected molecules or ions with the total composition C3H25NO11, from OMol25.

**Energy**: -27528.0686 eV
**SMILES**: C[C@@H](N)C(=O)O.O.O.O.O.O.O.O.O.O
**HOMO level**: -9.876 eV
**Maximum force**: 13.2 eV/A
**Relative energy (zero: lowest compared OMol25 entry of this formula, charge and spin)**: 4.092 eV

The geometry in ORCA input format:
```
! RIJCOSX wB97M-V def2-TZVPD def2/J DEFGRID3
* xyz 0 1
O -0.37 -0.24 -0.27
C 0.39 0.65 -0.53
O 1.19 0.77 -1.54
C 0.08 2.01 0.10
C 1.16 2.70 0.91
N -0.32 2.94 -1.05
H 2.00 0.15 -1.65
H -0.70 1.67 0.68
H 2.19 2.53 0.53
H 0.93 3.81 0.92
H 1.17 2.49 2.00
H -0.67 3.74 -0.50
H 0.53 3.12 -1.62
H -2.98 -1.04 0.81
H -2.71 -2.26 1.59
O -2.40 -1.41 1.52
H -1.76 2.44 -2.19
H -0.71 1.52 -2.69
O -1.65 1.54 -2.62
H -0.73 -0.79 1.70
H -0.43 0.00 3.01
O -0.05 -0.49 2.29
H -0.53 -3.11 0.76
H -1.14 -3.87 -0.31
O -1.20 -3.71 0.62
H -3.45 0.16 -1.09
H -3.19 -1.30 -1.11
O -3.62 -0.61 -0.61
H 3.51 0.40 -0.10
H 3.51 -0.99 -0.67
O 3.50 -0.08 -0.97
H 1.96 -3.29 0.41
H 2.23 -1.76 0.80
O 2.59 -2.69 0.60
H -1.45 -2.20 -1.61
H -1.63 -0.84 -2.23
O -1.99 -1.76 -2.26
H 1.43 -0.18 1.99
H 2.82 -0.07 2.54
O 2.46 0.04 1.82
*
```


5.
The following is a quantum chemistry calculation of a molecular structure, C3H27InNO10, from OMol25.

**Energy**: -30685.1060 eV
**HOMO level**: -4.393 eV
**Maximum force**: 7.2 eV/A
**Relative energy (zero: lowest compared OMol25 entry of this formula, charge and spin)**: 2.309 eV

The geometry in ORCA input format:
```
! RIJCOSX wB97M-V def2-TZVPD def2/J DEFGRID3
* xyz -1 1
N 1.08 -0.40 -0.57
C 0.81 1.00 0.01
O 1.46 1.31 1.13
C -0.28 1.96 -0.77
C -1.74 2.04 0.05
In -3.05 0.24 -0.55
H 1.01 -0.28 -1.61
H 0.23 -0.94 -0.29
H 0.18 3.03 -0.97
H -0.54 1.48 -1.81
H -1.56 1.90 1.22
H -2.30 3.07 -0.19
H -4.37 0.01 0.71
H -1.95 -1.21 -0.34
H -3.71 0.38 -2.22
O 4.14 1.30 3.09
H 3.25 1.32 2.70
H 4.10 1.95 3.81
O -3.80 -1.66 2.40
H -4.31 -2.02 3.14
H -2.89 -1.96 2.56
O 1.21 -2.10 -2.88
H 1.23 -3.04 -2.64
H 1.86 -2.03 -3.60
O -5.18 -4.26 3.71
H -5.44 -4.94 3.07
H -5.78 -4.39 4.46
O 5.43 -0.74 1.38
H 4.54 -0.72 1.00
H 5.38 -0.09 2.10
O -1.32 -1.22 -4.12
H -1.82 -1.59 -3.37
H -0.41 -1.52 -3.95
O 0.78 0.92 -5.70
H 0.90 1.58 -5.00
H 0.16 0.28 -5.33
O 0.56 5.07 -0.60
H 0.59 5.44 0.30
H 0.70 5.84 -1.17
O 3.31 -1.89 3.76
H 4.07 -2.20 3.23
H 3.47 -0.94 3.86
*
```


6.
The following is a quantum chemistry calculation of a molecular structure, C3H28NO11S, from OMol25.

**Energy**: -38402.5270 eV
**HOMO level**: -11.621 eV
**Maximum force**: 10.9 eV/A
**Relative energy (zero: lowest compared OMol25 entry of this formula, charge and spin)**: 2.721 eV

The geometry in ORCA input format:
```
! RIJCOSX wB97M-V def2-TZVPD def2/J DEFGRID3
* xyz 1 1
O 2.23 -0.10 1.14
C 1.41 -0.58 1.90
C -0.15 -0.93 1.48
C -1.01 -0.95 2.72
S -0.35 -1.66 4.34
N -0.71 -0.19 0.50
H 1.61 -0.94 2.88
H 0.01 -1.94 0.96
H -1.97 -1.45 2.64
H -1.05 0.04 3.27
H 0.53 -2.44 3.75
H -1.90 -0.44 0.09
H -0.19 -0.14 -0.51
H -0.85 0.83 0.71
H 1.69 2.98 -1.77
H 2.43 2.53 -2.95
O 2.19 2.34 -2.04
H 0.83 -3.63 -3.23
H 1.91 -3.37 -2.18
O 1.07 -2.94 -2.58
H -3.23 1.07 -0.58
H -4.41 0.42 -1.23
O -3.79 0.28 -0.69
H -1.54 0.18 -2.84
H -1.33 1.76 -3.01
O -1.79 1.07 -2.64
H -0.28 3.38 -0.25
H -0.26 4.04 -1.56
O 0.06 3.27 -1.21
H 2.78 -0.09 -4.86
H 1.73 -0.86 -3.96
O 2.34 -0.23 -4.12
H -2.28 3.07 -0.97
H -1.51 1.75 -1.11
O -1.89 2.25 -0.38
H 2.48 1.29 3.34
H 1.24 2.19 3.86
O 1.57 1.43 3.37
H 1.24 -0.48 -1.86
H 1.36 0.94 -2.08
O 0.59 0.23 -1.96
H -0.37 -2.52 -1.12
H -1.39 -3.62 -1.18
O -1.12 -2.85 -0.62
*
```


7.
The following is a quantum chemistry calculation of a molecular structure, C3H29BeO12, from OMol25.

**Energy**: -28550.5774 eV
**HOMO level**: -12.476 eV
**Maximum force**: 3.6 eV/A
**Relative energy (zero: lowest compared OMol25 entry of this formula, charge and spin)**: 0.244 eV

The geometry in ORCA input format:
```
! RIJCOSX wB97M-V def2-TZVPD def2/J DEFGRID3
* xyz 1 1
Be 1.34 -0.71 0.69
C -0.90 1.93 -1.28
C -0.76 0.53 -0.57
C -0.77 -0.67 -1.57
O 0.37 0.47 0.23
H -1.80 1.89 -1.92
H -0.05 2.14 -1.92
H -1.00 2.73 -0.54
H -1.58 0.31 0.01
H -0.75 -1.69 -1.17
H 0.22 -0.61 -2.02
H -1.49 -0.69 -2.41
O 0.51 -2.24 1.19
H 0.14 -3.01 0.73
H 0.59 -2.42 2.12
O 2.26 -0.40 2.13
H 2.80 0.39 2.12
H 1.91 -0.32 3.01
O 1.28 -1.46 -4.13
H 1.36 -2.38 -3.97
H 1.93 -1.00 -3.68
O -2.49 -2.05 0.94
H -2.01 -1.54 0.31
H -2.66 -2.98 0.67
O 2.26 1.10 -2.29
H 1.33 1.24 -2.18
H 2.71 1.70 -1.68
O -3.04 0.14 2.76
H -3.82 0.64 2.85
H -3.12 -0.40 1.96
O 2.31 -0.92 -0.54
H 2.39 -0.08 -1.05
H 2.55 -1.70 -1.15
O -0.29 0.17 3.10
H -0.26 1.06 2.80
H -1.23 0.05 2.97
O 0.69 4.86 0.61
H 1.09 5.64 0.94
H 0.71 4.84 -0.31
O -0.17 -4.26 -0.53
H -0.14 -4.60 -1.41
H -1.09 -4.03 -0.42
O -0.72 2.72 1.88
H -0.44 2.15 1.16
H -0.17 3.48 1.60
*
```


8.
The following is a quantum chemistry calculation of a molecular structure, C3H2BiO3, from OMol25.

**Energy**: -15057.1972 eV
**HOMO level (alpha / beta)**: -29.849 / -29.887 eV
**Maximum force**: 13.8 eV/A

The geometry in ORCA input format:
```
! RIJCOSX wB97M-V def2-TZVPD def2/J DEFGRID3
* xyz 4 2
C -1.76 0.77 0.09
C -1.01 0.11 0.88
O -0.27 -0.90 0.91
C 0.85 -1.00 0.03
O 1.75 -0.23 0.21
O 0.49 -1.41 -1.12
H -2.18 1.75 0.35
Bi 3.58 0.54 -0.31
H -1.45 0.38 -1.03
*
```


These records have molecular weight values of 282.2 250.4 202.2 251.2 352.1 286.3 266.3 295.0 g/mol, in the order they appear.